Entry 1:
ORCA calculation (ωB97M-V/def2-TZVPD) on a structure of composition C23H32AsN8O2STi.

Energy relative to the best compared isomer or geometry (same formula, charge and spin)   18.43 kcal per mole
Molar mass   607.42 g/mol
Expectation value of S²   0.7815
E_LUMO (spin up / spin down)   -0.2 / -0.2 eV
E_tot   -135176.308 eV
Spin multiplicity   2
Gap between HOMO and LUMO (spin up / spin down)   4.2 / 6.4 eV

Geometry (Å):
Ti: 0.4547 1.5403 1.9144
C: 2.5474 -1.5207 6.1398
N: 2.7677 -0.3685 5.2688
C: 4.0844 -0.3433 4.6530
C: 1.7206 0.0853 4.4875
N: 1.8093 0.3925 3.2491
N: 0.5400 0.2199 5.1962
C: -0.6952 0.6138 4.7177
N: -1.6647 0.5986 5.6829
N: -0.8728 0.9805 3.5090
H: 3.4429 -1.6647 6.7396
H: 2.3529 -2.4339 5.5679
H: 1.7236 -1.3642 6.8321
H: 4.8293 -0.5203 5.4251
H: 4.2733 0.6399 4.2240
H: 4.2058 -1.1114 3.8778
H: 2.7208 0.1549 2.8784
H: 0.6541 0.2668 6.1945
H: -1.5901 -0.0586 6.4403
H: -2.6056 0.8022 5.3925
H: -1.8413 1.1998 3.2993
C: -3.1032 1.5092 -8.0523
O: -2.1181 0.9237 -7.2278
C: -2.5457 0.0993 -6.2278
C: -1.5416 -0.4391 -5.4202
C: -1.8646 -1.2736 -4.3740
C: -3.1987 -1.5935 -4.1252
C: -4.1869 -1.0971 -4.9514
C: -3.8739 -0.2291 -5.9944
N: -3.5777 -2.5636 -3.1228
N: -3.1913 -2.4611 -1.9527
C: -2.5606 -1.3002 -1.4244
C: -3.0011 0.0006 -1.6807
C: -2.4528 1.0876 -1.0197
C: -1.4298 0.8614 -0.1031
O: -0.8255 1.8470 0.5951
C: -0.9760 -0.4276 0.1793
N: 0.0226 -0.5044 1.1168
C: 0.4568 -1.7531 1.4392
C: -0.0397 -2.8956 0.8543
C: -1.0404 -2.8256 -0.1213
C: -1.5481 -1.5548 -0.4676
H: -2.5713 2.1430 -8.7568
H: -3.7990 2.1185 -7.4685
H: -3.6653 0.7490 -8.6026
H: -0.5130 -0.1822 -5.6340
H: -1.0854 -1.6790 -3.7415
H: -5.2148 -1.3867 -4.7748
H: -4.6696 0.1579 -6.6132
H: -3.8038 0.1645 -2.3865
H: -2.8029 2.0949 -1.1987
H: 1.2311 -1.8057 2.1948
H: 0.3584 -3.8559 1.1571
H: -1.4338 -3.7155 -0.5889
S: 1.1074 3.4829 2.5509
C: 2.0272 2.0166 -1.6323
As: 2.4550 1.4441 0.1655
C: 3.2303 -0.3167 -0.1733
C: 4.0307 2.5059 0.5654
H: 2.9175 1.9402 -2.2577
H: 1.6776 3.0470 -1.6023
H: 1.2327 1.3875 -2.0311
H: 4.2673 -0.2264 -0.4981
H: 2.6505 -0.8162 -0.9495
H: 3.1735 -0.9456 0.7142
H: 4.8688 2.2040 -0.0631
H: 4.2818 2.4003 1.6197
H: 3.7881 3.5538 0.3964

---

Entry 2:
ORCA calculation (ωB97M-V/def2-TZVPD) on an isolated molecule of CH2O3S2 in a non-equilibrium geometry.

Energy relative to the best compared isomer or geometry (same formula, charge and spin)   58.81 kcal per mole
Molar mass   126.16 g/mol
E_LUMO (spin up / spin down)   -2.6 / -3.2 eV
E_tot   -28878.897 eV
Gap between HOMO and LUMO (spin up / spin down)   7.3 / 7.1 eV

Geometry (Å):
C: -0.2697 -0.6018 0.8664
O: 0.2085 1.9292 -0.4889
O: 1.3385 0.6472 -2.2966
O: 0.5287 -0.5789 -0.2441
S: -1.9090 -1.2840 0.5811
S: 0.2934 0.7426 -1.3184
H: 0.2134 -1.2540 1.6003
H: -0.4039 0.3996 1.3001

---

Entry 3:
ORCA calculation (ωB97M-V/def2-TZVPD) on an isolated molecule of C27H53NOSi2 in a non-equilibrium geometry.

Energy relative to the best compared isomer or geometry (same formula, charge and spin)   400.42 kcal per mole
Molar mass   463.90 g/mol
E_LUMO   0.1 eV
SMILES string   CCCCCC[Si@@](CN)(CCCCCCCC[Si](C)(C)c1ccccc1)OCCCC
E_tot   -48137.149 eV
Gap between HOMO and LUMO   8.6 eV

Geometry (Å):
C: -3.2156 -4.6143 -0.5337
C: -1.7042 -5.2984 -0.4112
C: -0.6623 -4.7757 -1.5884
C: 0.8722 -5.0936 -1.0259
C: 1.9849 -3.9729 -1.5012
C: 1.7393 -2.5937 -0.5879
Si: 2.4633 -1.0614 -1.5690
C: 4.4086 -1.1204 -1.7104
N: 4.9719 0.2294 -2.1803
C: 1.5680 -1.0765 -3.2909
C: 0.8291 0.3401 -3.6652
C: -0.5643 0.6175 -2.8045
C: -1.1267 2.0976 -3.3235
C: -0.3889 3.3729 -2.6085
C: -0.9149 3.7359 -1.1010
C: -2.4726 3.3380 -0.7852
C: -2.4680 1.8809 -0.0340
Si: -3.1396 1.8850 1.7701
C: -4.9781 1.2556 1.8803
C: -3.1082 3.6118 2.6425
C: -1.9152 0.7547 2.8107
C: -1.2180 -0.4983 2.0106
C: -0.1306 -1.4759 2.7986
C: 0.2179 -1.1322 4.3973
C: -0.5147 0.1284 5.2001
C: -1.5977 1.1036 4.4154
O: 2.1107 0.4900 -0.7451
C: 2.4070 0.3910 0.6925
C: 3.4162 1.6577 1.0565
C: 2.6253 3.0012 1.5747
C: 2.0065 2.8407 3.1172
H: -3.8331 -4.9090 0.4402
H: -3.0871 -3.4283 -0.5279
H: -3.7182 -4.9902 -1.5233
H: -1.3222 -5.0361 0.6881
H: -1.8066 -6.4754 -0.5590
H: -0.8333 -3.6218 -1.8056
H: -0.8081 -5.3243 -2.6217
H: 1.2069 -6.1642 -1.4224
H: 0.9191 -5.1289 0.1540
H: 1.8152 -3.7893 -2.6507
H: 3.1064 -4.3430 -1.3451
H: 2.2251 -2.6610 0.4770
H: 0.5600 -2.4581 -0.5651
H: 4.7933 -1.2361 -0.5890
H: 4.8044 -2.0325 -2.3277
H: 4.1497 0.8606 -2.3875
H: 5.4170 0.6770 -1.3287
H: 0.7263 -1.9188 -3.3696
H: 2.3545 -1.3454 -4.1331
H: 0.4948 0.2761 -4.8064
H: 1.5925 1.2229 -3.5774
H: -0.3322 0.5842 -1.6581
H: -1.3395 -0.2554 -3.0525
H: -2.2963 2.1163 -3.3022
H: -0.8238 2.1436 -4.4774
H: -0.4203 4.2808 -3.3473
H: 0.7651 3.0874 -2.4976
H: -0.8493 4.9236 -1.0028
H: -0.1373 3.3300 -0.2922
H: -3.1832 3.3203 -1.7172
H: -2.8966 4.1995 -0.0758
H: -3.0494 1.0395 -0.6457
H: -1.3356 1.5306 0.0293
H: -5.6720 2.1183 1.4662
H: -5.3303 1.0766 3.0056
H: -5.1898 0.3098 1.2242
H: -1.9644 3.9116 2.7349
H: -3.7489 4.4217 2.0727
H: -3.4745 3.4236 3.7541
H: -1.4464 -0.7315 0.8635
H: 0.3951 -2.3681 2.2430
H: 1.0173 -1.7954 4.9734
H: -0.2469 0.3674 6.3310
H: -2.1516 2.0276 4.9285
H: 3.0184 -0.5903 0.8732
H: 1.4414 0.5023 1.3441
H: 4.0732 1.2729 1.9749
H: 4.1219 1.8504 0.1341
H: 3.4542 3.8550 1.6688
H: 1.8238 3.4203 0.8267
H: 1.4397 1.8081 3.2432
H: 2.8598 2.9401 3.9393
H: 1.2208 3.6864 3.3184

---

Which of these has the lowest molar mass?
CH2O3S2